1.
50
Properties=species:S:1:pos:R:3:nbo_charge:R:1 method="wB97M-V/def2-TZVPD" homo_energy_ev=-9.2 total_charge=0 gap_ev=8.0 de_lowest_ev=2.726
O -2.267 -0.696 -0.720 -0.559
O -1.430 -3.584 -1.920 -0.516
O 0.910 1.632 3.244 -0.602
O -2.133 -6.220 -0.492 -0.417
O -0.762 0.158 2.670 -0.517
O 0.010 -0.379 -0.457 -0.501
S -0.728 -4.950 2.050 0.240
C -1.180 -0.993 -0.206 0.774
C -2.036 -3.830 -0.846 0.562
C -0.263 1.385 3.023 0.805
C -2.405 -5.066 -0.207 0.469
C -1.217 -2.111 0.740 0.056
C -0.490 -2.096 1.930 0.040
C 3.270 -0.096 -4.205 -0.203
C -0.005 4.527 0.332 -0.215
C 2.916 1.211 -3.950 -0.212
C 2.620 -1.150 -3.624 -0.212
C -1.059 4.093 -0.454 -0.214
C 1.029 3.607 0.603 -0.216
C 1.941 1.461 -2.959 -0.221
C 1.620 -0.930 -2.708 -0.211
C -1.065 2.809 -1.025 -0.200
C 1.069 2.358 0.006 -0.158
C 1.256 0.382 -2.328 0.026
C 0.012 1.944 -0.831 -0.068
N -2.017 -3.215 0.389 -0.373
C -1.221 2.540 3.359 -0.710
C 0.215 -0.858 2.372 -0.129
C -0.374 -3.329 2.857 -0.571
C 0.068 0.607 -1.470 0.011
C -2.239 -4.415 1.175 -0.249
H 4.052 -0.232 -4.922 0.209
H -0.024 5.511 0.722 0.217
H 3.428 2.013 -4.476 0.217
H 2.921 -2.171 -3.884 0.218
H -1.915 4.742 -0.601 0.214
H 1.856 3.932 1.242 0.222
H 1.588 2.483 -2.766 0.220
H 1.136 -1.750 -2.233 0.222
H -1.949 2.478 -1.584 0.225
H 1.882 1.673 0.252 0.220
H -2.037 2.141 4.002 0.229
H -0.757 3.360 3.947 0.244
H -1.639 2.919 2.427 0.244
H 0.737 -1.059 3.312 0.201
H 0.913 -0.515 1.593 0.241
H -0.994 -3.121 3.722 0.234
H 0.638 -3.397 3.313 0.256
H -0.759 0.591 -2.207 0.235
H -3.119 -4.392 1.795 0.225



2.
53
Properties=species:S:1:pos:R:3:nbo_charge:R:1 method="wB97M-V/def2-TZVPD" homo_energy_ev=-11.1 total_charge=+1 gap_ev=7.6 de_lowest_ev=0.135
Bi 1.160 0.688 -2.334 1.035
N 3.354 4.396 -0.548 -0.621
N 2.302 4.275 0.390 -0.400
C 1.107 3.795 0.094 0.324
N 0.278 3.512 1.116 -0.787
S 0.609 3.549 -1.523 -0.336
H 3.702 5.348 -0.469 0.370
H 2.919 4.309 -1.466 0.387
H 2.613 4.293 1.350 0.402
H 0.480 3.801 2.059 0.403
H -0.676 3.275 0.889 0.432
S 2.951 1.027 -0.653 -0.075
C 3.545 -0.616 -0.452 -0.275
C 4.463 -0.736 0.644 0.235
N 5.170 -0.826 1.545 -0.240
C 3.209 -1.686 -1.195 -0.248
S 2.114 -1.686 -2.561 -0.130
C 3.755 -2.977 -0.878 0.231
N 4.147 -4.025 -0.618 -0.230
C -3.456 -3.239 -2.681 -0.167
C -2.394 -2.685 -3.379 -0.190
C -1.531 -1.810 -2.736 -0.205
C -1.728 -1.489 -1.397 -0.319
C -2.801 -2.048 -0.700 -0.196
C -3.660 -2.922 -1.343 -0.197
P -0.628 -0.356 -0.531 1.038
C -1.689 0.870 0.265 -0.425
C -2.317 1.803 -0.561 -0.176
C -3.185 2.740 -0.023 -0.212
C -3.431 2.750 1.345 -0.187
C -2.823 1.813 2.169 -0.219
C -1.957 0.868 1.633 -0.145
C 0.271 -1.277 0.710 -0.349
C 1.007 -0.613 1.697 -0.222
C 1.795 -1.339 2.573 -0.199
C 1.875 -2.721 2.455 -0.162
C 1.156 -3.383 1.470 -0.200
C 0.355 -2.666 0.595 -0.200
H -4.129 -3.923 -3.180 0.234
H -2.235 -2.935 -4.419 0.233
H -0.697 -1.398 -3.293 0.202
H -2.964 -1.799 0.342 0.225
H -4.490 -3.356 -0.802 0.234
H -2.129 1.805 -1.627 0.226
H -3.665 3.463 -0.670 0.238
H -4.110 3.480 1.765 0.235
H -3.031 1.806 3.231 0.233
H -1.512 0.126 2.281 0.227
H 0.980 0.467 1.770 0.224
H 2.372 -0.826 3.331 0.235
H 2.512 -3.282 3.125 0.238
H 1.233 -4.457 1.371 0.239
H -0.197 -3.187 -0.177 0.233



3.
65
Properties=species:S:1:pos:R:3:nbo_charge:R:1 method="wB97M-V/def2-TZVPD" homo_energy_ev=-12.3 smiles="C/C(Cl)=C(/Cl)c1c(F)c2c(CCOCC(F)(F)C(F)(F)C(F)(F)C(F)F)cc(Cl)c(Br)c2c(CCCS(=O)(=O)O)[n+]1CON=O" total_charge=+1 gap_ev=7.6
C 1.170 3.270 3.308 -0.667
C 1.341 1.890 3.873 0.025
Cl 1.239 1.766 5.576 0.089
C 1.570 0.803 3.135 -0.161
Cl 1.756 -0.773 3.803 0.074
C 1.608 0.869 1.666 0.097
C 0.489 1.083 0.973 0.407
F -0.611 1.238 1.680 -0.280
C 0.440 1.193 -0.437 0.032
C -0.791 1.423 -1.112 0.011
C -2.139 1.463 -0.414 -0.435
C -3.335 1.358 -1.343 -0.061
O -4.461 1.393 -0.489 -0.526
C -5.652 0.876 -1.031 -0.121
C -6.296 0.028 0.054 0.621
F -6.366 0.751 1.192 -0.301
F -7.570 -0.284 -0.312 -0.323
C -5.498 -1.287 0.369 0.575
F -4.589 -1.509 -0.632 -0.335
F -4.807 -1.129 1.510 -0.291
C -6.357 -2.567 0.493 0.575
F -7.330 -2.353 1.398 -0.293
F -5.539 -3.532 0.969 -0.298
C -6.956 -3.022 -0.875 0.520
F -8.220 -3.449 -0.690 -0.306
F -6.212 -4.039 -1.366 -0.315
C -0.734 1.601 -2.460 -0.160
C 0.477 1.545 -3.172 -0.058
Cl 0.339 1.818 -4.858 0.095
C 1.669 1.292 -2.561 -0.094
Br 3.158 1.391 -3.715 0.164
C 1.688 1.072 -1.136 -0.119
C 2.857 0.732 -0.376 0.398
C 4.156 0.282 -0.956 -0.513
C 4.018 -1.099 -1.682 -0.399
C 4.673 -2.273 -0.949 -0.710
S 6.433 -2.127 -1.019 2.391
O 6.858 -2.210 -2.373 -0.901
O 6.792 -0.990 -0.221 -0.960
O 6.930 -3.445 -0.298 -0.865
N 2.786 0.717 0.964 -0.283
C 3.996 0.607 1.782 0.068
O 4.343 -0.756 1.886 -0.455
N 5.708 -0.834 2.393 0.428
O 6.038 -1.932 2.456 -0.204
H 1.987 3.507 2.624 0.226
H 1.162 4.008 4.104 0.261
H 0.230 3.364 2.763 0.242
H -2.200 0.617 0.265 0.243
H -2.221 2.385 0.161 0.243
H -3.302 0.427 -1.917 0.182
H -3.385 2.213 -2.026 0.173
H -5.467 0.277 -1.921 0.197
H -6.359 1.674 -1.273 0.212
H -6.951 -2.212 -1.605 0.140
H -1.622 1.801 -3.037 0.247
H 4.900 0.136 -0.189 0.270
H 4.583 1.015 -1.626 0.276
H 2.975 -1.366 -1.841 0.226
H 4.493 -1.009 -2.656 0.258
H 4.371 -2.354 0.094 0.245
H 4.399 -3.205 -1.444 0.263
H 6.341 -3.718 0.420 0.511
H 4.815 1.169 1.339 0.221
H 3.805 1.054 2.754 0.228



4.
53
Properties=species:S:1:pos:R:3:nbo_charge:R:1 method="wB97M-V/def2-TZVPD" homo_energy_ev=-13.8 total_charge=+2 gap_ev=6.4
Ti 0.339 -0.084 1.039 1.710
C -4.516 -4.417 -0.929 -0.267
O -3.231 -5.053 -1.054 -0.424
C -2.141 -4.411 -0.710 0.456
C -0.933 -5.135 -0.885 -0.268
C 0.248 -4.551 -0.566 -0.070
C 0.312 -3.220 -0.053 -0.331
C 1.543 -2.641 0.273 0.620
C 2.852 -3.338 0.137 -0.709
O 1.614 -1.426 0.725 -0.686
C -0.923 -2.532 0.114 0.490
O -0.927 -1.275 0.606 -0.693
C -2.132 -3.104 -0.200 -0.389
H -5.231 -5.152 -1.281 0.236
H -4.553 -3.528 -1.557 0.197
H -4.713 -4.174 0.114 0.196
H -0.988 -6.140 -1.277 0.264
H 1.164 -5.107 -0.708 0.239
H 2.997 -3.678 -0.889 0.270
H 2.877 -4.216 0.785 0.269
H 3.661 -2.667 0.409 0.260
H -3.036 -2.533 -0.057 0.254
Cl -0.215 -0.931 3.615 0.095
C 1.183 -0.055 4.297 -0.366
Cl 2.000 0.807 2.964 0.113
H 1.872 -0.772 4.728 0.264
H 0.826 0.674 5.015 0.264
O 0.494 0.932 -0.343 -0.664
C 0.394 2.419 -0.463 0.168
C 0.427 2.776 -1.912 -0.280
C 1.191 3.741 -2.503 -0.187
C 0.964 3.833 -3.901 -0.247
C 0.048 2.926 -4.336 -0.374
S -0.554 1.957 -3.067 0.466
C -0.936 2.676 0.212 -0.186
C -2.153 2.988 -0.271 -0.183
C -3.216 2.721 0.666 -0.195
C -2.796 2.159 1.817 -0.365
S -1.058 2.094 1.860 0.407
C 1.563 2.987 0.301 -0.292
C 2.847 2.513 0.277 -0.247
C 3.731 3.316 1.044 -0.255
C 3.097 4.382 1.611 -0.395
S 1.437 4.420 1.227 0.527
H 1.887 4.367 -1.964 0.240
H 1.465 4.536 -4.548 0.251
H -0.300 2.767 -5.344 0.260
H -2.318 3.359 -1.272 0.268
H -4.252 2.951 0.466 0.261
H -3.368 1.917 2.699 0.266
H 3.152 1.649 -0.298 0.243
H 4.787 3.120 1.155 0.250
H 3.517 5.158 2.230 0.266



5.
47
Properties=species:S:1:pos:R:3:nbo_charge:R:1 method="wB97M-V/def2-TZVPD" homo_energy_ev=-5.6 total_charge=0 gap_ev=3.7
Cl -6.643 2.193 0.022 -0.036
C -4.942 2.061 -0.074 -0.167
C -4.285 2.287 -1.299 -0.212
C -2.912 2.186 -1.380 -0.340
C -2.100 1.758 -0.248 0.402
O -0.879 1.462 -0.343 -0.799
C -2.824 1.630 1.006 -0.356
C -4.197 1.733 1.074 -0.217
H -4.876 2.546 -2.177 0.209
H -2.390 2.368 -2.318 0.200
H -2.230 1.380 1.883 0.193
H -4.715 1.564 2.017 0.208
C 5.914 2.126 2.543 -0.260
O 5.242 1.020 3.189 -0.484
C 4.030 0.637 2.715 0.354
C 3.390 1.241 1.601 -0.331
C 2.184 0.735 1.156 -0.084
C 1.550 -0.354 1.793 -0.188
C 0.338 -0.880 1.234 0.097
C 0.185 -1.119 -0.118 -0.129
C -1.048 -1.574 -0.754 -0.057
C -2.315 -1.827 -0.259 -0.157
C -3.288 -2.308 -1.150 -0.192
C -2.985 -2.542 -2.503 -0.195
C -1.699 -2.285 -3.008 -0.251
C -0.761 -1.793 -2.114 0.195
N 0.592 -1.481 -2.322 -0.302
C 1.300 -1.630 -3.579 -0.411
C 1.154 -1.064 -1.159 0.168
C 2.166 -0.894 2.958 -0.129
C 3.390 -0.434 3.390 -0.272
H 6.843 2.227 3.103 0.209
H 6.128 1.902 1.487 0.184
H 5.322 3.050 2.617 0.189
H 3.857 2.086 1.088 0.228
H 1.687 1.194 0.302 0.249
H -0.420 -1.294 1.896 0.223
H -2.517 -1.645 0.796 0.229
H -4.295 -2.510 -0.784 0.228
H -3.756 -2.929 -3.169 0.224
H -1.419 -2.455 -4.043 0.216
H 0.648 -2.141 -4.291 0.227
H 1.585 -0.651 -3.986 0.227
H 2.215 -2.218 -3.429 0.220
H 2.199 -0.769 -1.091 0.235
H 1.676 -1.716 3.480 0.220
H 3.902 -0.872 4.246 0.235



6.
53
Properties=species:S:1:pos:R:3:nbo_charge:R:1 method="wB97M-V/def2-TZVPD" homo_energy_ev="-7.6 / -8.0" s2=2.024 total_charge=0 gap_ev="6.4 / 6.4" multiplicity=3 de_lowest_ev=0.447
Mo -0.269 0.957 -1.204 1.324
O 2.233 2.868 1.959 -0.635
C 1.324 2.472 1.095 0.820
O 1.554 1.813 0.100 -0.570
C -0.063 2.917 1.346 0.071
C -0.478 3.732 2.376 -0.184
C -1.828 4.060 2.443 -0.148
C -2.687 3.576 1.474 -0.175
C -2.173 2.769 0.471 0.135
N -0.892 2.434 0.416 -0.408
C -2.982 2.226 -0.680 0.757
O -4.167 2.444 -0.759 -0.580
O -2.234 1.582 -1.516 -0.707
H 3.047 2.370 1.779 0.522
H 0.241 4.090 3.099 0.248
H -2.197 4.692 3.240 0.234
H -3.744 3.800 1.456 0.261
O 3.129 -1.134 -2.114 -0.593
C 2.007 -0.830 -2.444 0.783
O 1.332 0.088 -1.765 -0.688
C 1.312 -1.419 -3.616 -0.158
C 2.025 -2.382 -4.335 -0.154
C 1.486 -2.982 -5.453 -0.238
C 0.208 -2.617 -5.867 -0.178
C -0.508 -1.671 -5.163 -0.233
C 0.029 -1.054 -4.025 -0.145
S -1.053 0.123 -3.281 0.029
H 3.016 -2.636 -3.984 0.237
H 2.049 -3.727 -5.999 0.215
H -0.234 -3.078 -6.741 0.214
H -1.505 -1.394 -5.481 0.223
C 2.679 -0.629 3.315 -0.408
N 1.627 -0.079 2.478 -0.476
C 0.465 0.243 3.291 -0.423
C 1.389 -0.921 1.271 -0.286
C -0.057 -1.270 1.015 0.036
C -0.590 -2.320 1.766 -0.231
C -1.913 -2.703 1.652 -0.211
C -2.731 -2.036 0.752 -0.214
C -2.217 -1.003 -0.014 -0.225
C -0.879 -0.585 0.102 -0.281
H 2.922 0.072 4.117 0.194
H 3.580 -0.797 2.725 0.205
H 2.389 -1.586 3.778 0.168
H 0.719 1.076 3.953 0.191
H 0.122 -0.593 3.919 0.179
H -0.380 0.537 2.670 0.204
H 1.947 -1.856 1.381 0.199
H 1.816 -0.416 0.410 0.236
H 0.064 -2.848 2.453 0.204
H -2.297 -3.523 2.246 0.213
H -3.766 -2.329 0.630 0.215
H -2.866 -0.526 -0.735 0.233



These records have max |F| values of 0.125; 0.005; 0.016; 0.008; 0.036; 0.005 Eh/bohr, in the order they appear.
These records have energy values of -48767.321; -79254.814; -182332.741; -113018.502; -42280.487; -52133.316 eV, in the order they appear.